(1)
This record from OMol25 describes C50H45N8O4S4Ta as an isolated structure. The level of theory is ωB97M-V/def2-TZVPD.

Geometry as XYZ:
```
112
Properties=species:S:1:pos:R:3:forces:R:3:mulliken_charge:R:1
Ta -1.0424 0.1938 -0.0136 -0.05 -0.15 0.12 0.94
O -4.6788 7.0048 -0.9865 0.04 -0.06 -0.06 -0.53
N -3.8083 6.3560 -1.5020 0.03 0.05 0.05 0.99
O -3.1752 6.6367 -2.4992 -0.05 -0.01 0.04 -0.56
C -3.4191 5.0939 -0.8156 -0.01 -0.02 0.05 -0.26
C -3.6539 5.0248 0.5089 0.02 0.00 -0.04 -0.80
C -3.2354 3.8787 1.2616 0.00 0.01 -0.04 1.38
C -3.4636 3.7385 2.6450 0.00 -0.01 0.01 -0.74
C -3.0289 2.6028 3.2849 -0.01 0.00 -0.03 -1.35
C -2.3634 1.6190 2.5530 -0.02 -0.01 0.04 -0.24
N -2.1345 1.7303 1.2464 0.11 -0.06 -0.08 0.17
C -2.5675 2.8482 0.6036 -0.02 0.04 0.03 -0.69
C -2.3538 2.9191 -0.8099 0.00 -0.01 -0.02 0.03
N -1.7560 1.8354 -1.3809 0.02 -0.01 0.10 0.40
C -1.6383 1.7956 -2.7082 0.00 0.03 0.00 -0.38
C -2.0788 2.8317 -3.5223 0.00 -0.01 0.02 -1.68
C -2.6465 3.9499 -2.9544 0.00 0.01 0.02 -0.72
C -2.7932 4.0216 -1.5502 -0.03 -0.01 -0.03 0.84
H -4.1568 5.8490 0.9996 0.00 0.00 0.01 0.63
H -3.9819 4.5197 3.1880 0.00 0.00 0.01 0.55
H -3.1898 2.4578 4.3439 0.00 -0.01 0.00 0.56
H -1.9956 0.7235 3.0336 0.00 0.02 -0.01 0.30
H -1.1988 0.9014 -3.1315 0.01 0.00 -0.02 0.79
H -1.9788 2.7489 -4.5953 0.00 -0.01 0.00 0.60
H -2.9895 4.7643 -3.5753 0.01 -0.01 0.00 0.67
C -2.4559 -2.1567 2.9611 0.02 0.03 -0.02 -2.00
C -1.2365 -2.2901 2.0656 -0.14 -0.22 0.09 2.02
O -1.1365 -1.1004 1.2712 0.11 0.32 -0.20 1.38
C 0.0765 -2.4115 2.8228 -0.01 0.04 -0.02 -0.90
C 1.2717 -2.1696 2.1490 0.02 -0.03 -0.05 1.84
C 2.4835 -2.2479 2.8114 -0.02 0.00 -0.01 -0.73
C 2.5176 -2.5836 4.1610 -0.02 0.00 0.01 -1.12
C 1.3341 -2.8420 4.8323 0.03 0.01 0.01 -1.03
C 0.1149 -2.7504 4.1691 -0.02 -0.03 -0.03 -0.49
H -3.3298 -1.8904 2.3671 -0.01 0.00 0.00 0.00
H -2.2828 -1.3985 3.7233 0.00 -0.01 0.01 0.63
H -2.6626 -3.0982 3.4696 0.00 -0.01 0.01 0.66
H 1.2506 -1.9257 1.0900 0.00 0.01 0.02 -0.75
H 3.4107 -2.0495 2.2872 0.01 0.00 0.00 0.58
H 3.4623 -2.6477 4.6837 0.01 -0.01 0.00 0.49
H 1.3522 -3.1135 5.8790 0.00 0.01 0.01 0.51
H -0.7905 -2.9552 4.7234 -0.02 0.01 0.00 0.49
N 0.6735 -0.0679 -1.1579 -0.13 -0.04 0.02 -0.54
S 2.3094 -0.2167 -0.9499 0.05 -0.03 0.00 1.36
C 3.0419 0.9973 -2.0294 -0.02 0.00 0.01 0.83
C 2.2795 2.0068 -2.5978 0.01 0.01 0.01 -0.59
C 2.9235 2.9655 -3.3715 -0.01 0.00 0.00 -0.71
C 4.2969 2.9016 -3.5606 0.00 0.00 -0.01 -0.73
C 5.0432 1.8834 -2.9766 0.00 -0.02 0.00 -0.78
C 4.4202 0.9214 -2.1983 0.00 0.02 0.00 -0.85
C 2.6851 -1.7472 -1.7600 -0.01 0.05 -0.02 0.60
C 2.5067 -1.8740 -3.1368 0.01 -0.01 0.00 -0.53
C 2.7897 -3.0913 -3.7305 0.00 0.00 0.00 -0.99
C 3.2650 -4.1505 -2.9582 0.00 0.01 0.00 -0.61
C 3.4535 -4.0025 -1.5903 0.00 0.03 0.01 -0.72
C 3.1585 -2.7909 -0.9747 0.00 -0.03 0.00 -0.30
H 0.4174 -0.5199 -2.0348 0.03 -0.01 0.00 0.32
H 1.2066 2.0434 -2.4541 0.01 -0.01 0.00 0.39
H 2.3507 3.7578 -3.8340 0.00 0.00 0.00 0.52
H 4.7905 3.6465 -4.1698 0.00 0.01 0.00 0.47
H 6.1128 1.8365 -3.1296 0.01 0.00 0.00 0.51
H 5.0003 0.1270 -1.7437 0.01 -0.01 0.00 0.51
H 2.1932 -1.0308 -3.7422 0.00 0.01 0.00 0.54
H 2.6720 -3.2092 -4.7991 0.00 0.00 0.00 0.52
H 3.5155 -5.0886 -3.4359 0.00 -0.01 0.00 0.49
H 3.8602 -4.8168 -1.0052 0.01 -0.01 0.00 0.59
H 3.3204 -2.6605 0.0871 0.01 0.00 0.02 0.29
C 4.8278 2.2030 1.0798 -0.01 0.01 0.05 -1.13
C 4.4960 2.7181 2.4767 0.01 0.00 -0.05 0.81
C 4.6110 1.6161 3.5243 0.00 0.01 0.00 -1.46
C 3.1345 3.4140 2.5096 0.08 0.02 0.03 -1.21
N 2.0288 2.4952 2.1631 0.01 -0.03 0.03 0.78
C 1.5023 2.1819 0.9906 0.02 -0.01 0.05 -0.91
N 0.5759 1.2556 1.2032 0.00 0.06 -0.17 0.15
N 0.5617 1.0245 2.5427 -0.04 -0.04 0.04 0.27
N 1.4270 1.7557 3.1106 -0.04 0.00 -0.02 -1.23
H 5.8571 1.8479 1.0452 0.00 0.00 -0.01 0.51
H 4.7169 2.9747 0.3135 0.00 0.00 0.00 0.36
H 4.1883 1.3506 0.8207 0.00 -0.01 -0.01 -0.07
H 5.2022 3.5139 2.7290 0.00 0.00 0.00 0.44
H 3.9454 0.7767 3.2998 0.00 0.00 0.00 0.14
H 4.3711 1.9785 4.5237 0.00 0.00 0.00 0.42
H 5.6294 1.2307 3.5469 0.01 0.00 0.00 0.46
H 3.0893 4.2390 1.7995 -0.02 0.00 -0.01 0.40
H 2.9054 3.7887 3.5056 -0.04 0.00 -0.02 0.40
H 1.7898 2.6145 0.0445 0.00 0.02 0.01 0.83
O -1.6780 -1.0339 -1.3491 -0.04 0.07 0.03 -0.35
C -2.3869 -2.2785 -1.1934 0.05 -0.03 0.01 2.12
C -2.7369 -2.8244 -2.5558 0.00 0.02 -0.03 -0.32
C -3.1867 -2.0675 -3.5994 0.04 0.02 -0.04 -0.68
C -3.6771 -2.8511 -4.6753 0.01 -0.02 0.02 -0.90
C -3.6260 -4.1847 -4.4100 -0.02 0.01 0.01 -0.62
S -2.9751 -4.5050 -2.8656 -0.01 0.01 0.01 0.03
C -1.4447 -3.2157 -0.4163 -0.04 0.02 0.02 -0.55
C -1.4658 -3.5347 1.0449 0.14 0.13 0.03 -0.07
C -0.4723 -4.6240 1.2590 0.00 0.01 0.01 -0.66
C 0.2286 -4.9588 0.1781 -0.01 -0.03 0.01 -0.75
S -0.2939 -4.0503 -1.2238 -0.02 -0.02 -0.02 0.22
C -3.6476 -1.9677 -0.4183 0.02 0.05 -0.01 -0.30
C -4.5985 -2.7668 0.1200 -0.04 0.00 0.02 -0.03
C -5.6265 -2.0218 0.7858 0.02 -0.03 -0.02 -1.08
C -5.4317 -0.6820 0.7370 0.01 0.02 -0.03 -0.60
S -4.0430 -0.3013 -0.2138 -0.06 -0.06 0.02 0.24
H -3.1927 -0.9861 -3.5943 0.01 0.00 0.00 0.52
H -4.0514 -2.4468 -5.6035 0.00 0.01 -0.01 0.48
H -3.9226 -5.0058 -5.0438 0.00 -0.01 0.00 0.55
H -2.4780 -3.8979 1.2675 -0.01 -0.03 -0.03 0.70
H -0.3271 -5.0801 2.2288 0.01 0.00 0.01 0.63
H 0.9984 -5.7067 0.0627 0.00 -0.01 0.01 0.63
H -4.6009 -3.8469 0.0485 0.00 -0.01 0.00 0.60
H -6.4828 -2.4766 1.2627 -0.01 0.00 0.01 0.53
H -6.0774 0.1010 1.1015 0.00 0.01 0.01 0.62
```
Forces are in eV/Å.

Computed properties:
HOMO-LUMO gap   0.2232 Ha
Net charge   +4
Relative energy (zero: lowest compared OMol25 entry of this formula, charge and spin)   7.9 kcal/mol
LUMO level   -11.6 eV
Highest occupied orbital energy   -17.718 eV

=====

(2)
This record from OMol25 describes C50H47AsN3O4PbSSi as an isolated structure. The level of theory is ωB97M-V/def2-TZVPD.

Geometry as XYZ:
```
108
Properties=species:S:1:pos:R:3:forces:R:3:mulliken_charge:R:1
Pb 1.3712 -0.6817 0.9739 -0.49 -0.16 -0.50 1.43
S 2.5573 -1.2926 3.6799 0.14 0.13 0.43 -0.54
C 3.9937 -1.3517 2.7050 0.04 0.05 -0.25 0.47
C 5.2596 -1.6842 3.2253 0.03 0.01 -0.10 -0.87
C 6.3607 -1.6540 2.3966 -0.04 -0.02 0.10 -0.11
C 6.2127 -1.3203 1.0511 0.06 -0.02 -0.03 -0.91
C 4.9409 -1.0423 0.5977 -0.19 -0.07 0.06 -0.37
N 3.8703 -1.0503 1.3954 0.34 0.07 0.21 0.02
H 5.3378 -1.9569 4.2688 0.01 0.03 -0.01 0.41
H 7.3417 -1.8962 2.7910 -0.03 0.00 0.00 0.35
H 7.0601 -1.2955 0.3793 -0.04 -0.01 -0.01 0.39
H 4.7400 -0.8119 -0.4445 0.02 0.01 0.05 0.38
O 1.5382 -0.8022 -1.5236 0.14 0.23 0.33 0.31
As 0.9203 -2.0148 -2.4729 -0.40 -0.21 -0.42 0.71
C -0.2574 -0.9166 -3.6299 0.05 0.09 0.06 0.13
C 0.3496 0.1610 -4.2781 -0.03 -0.05 0.03 -0.48
C -0.4003 1.0666 -5.0119 -0.04 -0.03 0.02 -0.69
C -1.7791 0.9074 -5.1050 -0.01 -0.03 -0.01 -0.56
C -2.3931 -0.1610 -4.4699 0.01 0.05 -0.03 -0.55
C -1.6351 -1.0691 -3.7366 0.04 -0.07 -0.01 -0.01
C 2.1750 -2.5835 -3.8267 0.11 -0.11 0.22 0.23
C 3.4462 -2.0341 -3.7298 -0.06 0.01 0.06 -0.18
C 4.4308 -2.4037 -4.6349 -0.05 -0.01 -0.04 -0.76
C 4.1420 -3.3263 -5.6314 0.01 0.02 0.05 -0.41
C 2.8642 -3.8608 -5.7339 0.06 -0.02 -0.05 -0.75
C 1.8787 -3.4891 -4.8340 -0.15 0.11 -0.02 -0.23
C -0.4286 -3.1916 -1.7462 0.07 0.01 0.06 0.67
C -1.2928 -2.6311 -0.8119 0.04 0.05 -0.03 0.09
C -2.3055 -3.4026 -0.2576 0.02 -0.06 0.03 -0.76
C -2.4631 -4.7237 -0.6516 0.01 0.02 0.01 -0.91
C -1.6084 -5.2732 -1.5995 -0.04 0.03 0.00 -0.80
C -0.5851 -4.5123 -2.1456 0.04 0.00 -0.06 -0.87
H 1.4223 0.2905 -4.1863 0.01 0.05 -0.02 0.35
H 0.0828 1.9028 -5.5035 0.02 -0.01 0.00 0.41
H -2.3727 1.6140 -5.6731 0.01 0.01 0.03 0.38
H -3.4682 -0.2800 -4.5353 0.00 -0.02 0.01 0.38
H -2.1273 -1.8970 -3.2385 -0.01 0.03 0.00 0.43
H 3.6474 -1.3341 -2.9268 0.05 -0.03 0.00 0.13
H 5.4236 -1.9785 -4.5549 0.01 -0.01 0.00 0.40
H 4.9160 -3.6395 -6.3215 -0.02 0.03 -0.02 0.37
H 2.6431 -4.5809 -6.5122 -0.02 0.00 0.02 0.37
H 0.8829 -3.9072 -4.9200 0.01 -0.03 0.01 0.34
H -1.1939 -1.5913 -0.5114 0.04 -0.03 0.05 0.17
H -2.9728 -2.9560 0.4697 0.02 -0.05 0.01 0.54
H -3.2520 -5.3273 -0.2181 0.00 0.01 -0.01 0.39
H -1.7315 -6.3039 -1.9084 0.02 -0.01 0.01 0.41
H 0.1141 -4.9567 -2.8401 0.02 0.00 0.03 0.26
C 0.6118 1.9031 3.6477 -0.28 -0.16 -0.12 -0.34
N 1.9075 2.5922 3.9185 -0.05 -0.13 0.11 0.18
C 2.3851 2.2798 5.2895 0.03 -0.02 0.05 -0.79
C 2.9696 2.2457 2.8980 0.08 -0.18 -0.23 -0.94
C 2.5597 2.5989 1.5012 0.01 0.08 -0.08 1.03
C 2.7394 3.9291 1.1080 0.05 0.06 -0.01 -0.79
C 2.4258 4.3338 -0.1782 -0.02 -0.01 0.01 -0.81
C 1.9564 3.3839 -1.0763 0.02 0.02 0.06 -0.61
C 1.7806 2.0664 -0.6726 -0.14 -0.07 -0.09 -0.19
C 2.0488 1.6243 0.6312 0.05 0.05 0.00 0.12
H -0.1421 2.2785 4.3358 -0.01 0.05 0.06 0.40
H 0.7517 0.8333 3.7908 0.11 0.01 0.03 0.11
H 0.3020 2.0693 2.6186 0.05 0.06 -0.01 -0.13
H 1.7415 3.5936 3.8399 -0.02 0.05 -0.05 0.39
H 2.6097 1.2145 5.3211 -0.03 -0.07 -0.04 0.31
H 1.6055 2.5213 6.0081 -0.03 0.01 -0.02 0.33
H 3.2858 2.8510 5.5056 -0.01 0.04 -0.07 0.33
H 3.1403 1.1757 3.0021 -0.02 -0.07 0.08 -0.34
H 3.8648 2.7935 3.1983 -0.02 0.01 0.09 0.71
H 3.1612 4.6525 1.8070 -0.02 -0.04 -0.02 0.34
H 2.5582 5.3658 -0.4799 0.02 -0.01 0.01 0.38
H 1.7272 3.6773 -2.0957 -0.02 -0.04 0.02 0.49
H 1.4166 1.3406 -1.3981 0.03 0.11 0.06 0.24
O -0.9625 0.2900 1.2254 0.23 -0.02 -0.10 0.90
Si -2.3903 0.9411 1.3522 -0.27 0.10 0.02 -0.90
C -3.8335 -0.1668 0.7894 0.02 -0.05 0.09 0.69
C -3.8877 -0.5559 -0.5544 -0.03 0.09 0.05 -0.45
C -4.9054 -1.3650 -1.0356 -0.03 0.04 -0.04 -0.50
C -5.9138 -1.7968 -0.1822 0.03 0.05 0.01 -0.72
C -5.8895 -1.4157 1.1520 0.01 -0.03 -0.01 -0.71
C -4.8576 -0.6131 1.6291 0.05 -0.04 -0.04 -0.42
C -2.7461 1.3743 3.1761 0.05 0.02 0.02 0.49
C -2.5731 0.3365 4.1026 0.05 0.00 -0.03 -0.48
C -2.7186 0.5431 5.4679 0.01 0.01 0.00 -0.74
C -3.0392 1.8083 5.9481 0.01 -0.01 -0.05 -0.57
C -3.2044 2.8566 5.0524 0.02 -0.03 0.05 -0.67
C -3.0573 2.6373 3.6861 0.05 0.01 -0.06 -0.34
C -2.6430 2.4581 0.2429 0.10 0.00 -0.01 -0.05
C -3.6938 3.3734 0.3597 -0.02 -0.05 -0.07 -0.12
C -3.8811 4.3815 -0.5775 0.01 -0.01 0.00 -0.88
C -3.0266 4.4845 -1.6692 0.03 -0.07 0.03 -0.58
C -1.9863 3.5764 -1.8143 -0.03 0.05 -0.03 -0.65
C -1.7975 2.5804 -0.8644 0.07 0.02 0.08 0.11
H -3.1082 -0.2243 -1.2356 -0.05 0.00 -0.02 0.21
H -4.9104 -1.6681 -2.0769 0.00 0.01 0.01 0.43
H -6.7147 -2.4225 -0.5577 0.01 -0.01 0.01 0.39
H -6.6738 -1.7484 1.8233 0.02 0.01 0.00 0.40
H -4.8492 -0.3362 2.6782 -0.02 0.02 -0.02 0.30
H -2.2945 -0.6498 3.7377 -0.03 0.06 0.05 0.39
H -2.5754 -0.2799 6.1593 -0.01 0.02 -0.02 0.41
H -3.1603 1.9737 7.0122 0.01 0.00 0.00 0.37
H -3.4464 3.8472 5.4219 0.00 -0.01 -0.03 0.39
H -3.1651 3.4779 3.0079 -0.01 -0.04 0.03 0.29
H -4.4006 3.2837 1.1788 0.00 0.00 -0.01 0.47
H -4.7026 5.0805 -0.4665 0.00 -0.01 0.01 0.38
H -3.1788 5.2626 -2.4080 0.00 0.00 0.01 0.36
H -1.3254 3.6397 -2.6722 -0.01 -0.02 0.04 0.48
H -0.9770 1.8770 -0.9733 -0.03 0.03 -0.01 0.30
O 2.3502 -5.1247 -2.1575 0.04 -0.21 -0.21 -0.43
N 2.7833 -4.4814 -1.2090 -0.12 0.08 0.03 -0.04
O 2.2925 -3.3158 -1.0773 0.19 0.24 0.20 -0.06
```
Forces are in eV/Å.

Computed properties:
HOMO-LUMO gap   0.2396 Ha
Net charge   -1
Relative energy (zero: lowest compared OMol25 entry of this formula, charge and spin)   15.0 kcal/mol
LUMO level   1.9 eV
Highest occupied orbital energy   -4.630 eV